14
Properties=species:S:1:pos:R:3:nbo_charge:R:1 method="wB97M-V/def2-TZVPD" homo_lumo_gap_ev=10.04 max_force_ev_per_a=5.3 e_tot_ha=-432.91636 de_lowest_kj_mol=334.5 spin_multiplicity=1 smiles="Nc1[nH]nc2c1CC2=O"
C -1.13 -0.12 -0.12 0.221
C 0.92 -0.84 0.05 -0.077
C 2.23 -0.29 -0.03 0.587
C 1.44 1.16 -0.10 -0.491
C 0.14 0.31 0.04 -0.103
H -2.57 1.18 -0.49 0.373
H -2.59 0.72 1.13 0.382
H -1.71 -2.05 -0.11 0.391
H 1.34 1.62 -1.13 0.225
H 1.78 1.99 0.67 0.232
N -2.49 0.38 0.10 -0.836
N -0.96 -1.52 -0.15 -0.248
N 0.20 -1.97 0.04 -0.157
O 3.41 -0.56 0.10 -0.500

=====

15
Properties=species:S:1:pos:R:3:nbo_charge:R:1 method="wB97M-V/def2-TZVPD" homo_lumo_gap_ev=10.68 max_force_ev_per_a=2.6 e_tot_ha=-324.92713 de_lowest_kj_mol=119.4 spin_multiplicity=1 smiles="CC(N)=O.CO"
C -0.75 0.33 -2.51 -0.254
O -1.21 1.64 -2.86 -0.734
H -2.12 1.62 -3.13 0.466
H 0.18 0.12 -3.04 0.182
H -0.42 0.47 -1.47 0.163
H -1.46 -0.49 -2.56 0.176
C 1.34 -0.84 2.45 -0.720
C 0.52 -0.71 1.15 0.685
O 0.78 -1.42 0.20 -0.599
N -0.35 0.35 1.19 -0.844
H -1.00 0.43 0.44 0.401
H -0.13 1.12 1.82 0.403
H 1.61 0.11 2.91 0.209
H 2.28 -1.35 2.23 0.235
H 0.75 -1.39 3.18 0.231

=====

87
Properties=species:S:1:pos:R:3:mulliken_charge:R:1 method="wB97M-V/def2-TZVPD" homo_lumo_gap_ev=10.10 max_force_ev_per_a=0.9 e_tot_ha=-4243.09249 de_lowest_kj_mol=0.0 spin_multiplicity=1 smiles=C#CCB1OB(CB(O)O)OB([Si](C)(C)C)O1.FC(F)C(F)(F)COC(F)(F)C(F)F.FC(F)C(F)(F)COC(F)(F)C(F)F.FC(F)C(F)(F)COC(F)(F)C(F)F
C -1.27 0.11 -1.17 0.133
C -0.45 -0.75 -1.00 -0.747
C 0.52 -1.80 -0.68 0.169
B 0.78 -1.61 0.85 0.132
O 1.65 -0.65 1.33 0.080
B 1.20 -0.09 2.52 0.217
C 2.11 0.45 3.65 -0.691
B 1.35 1.61 4.41 0.495
O 1.17 1.63 5.77 -0.537
O 0.83 2.67 3.69 -0.524
O -0.19 -0.14 2.70 -0.188
B -0.76 -1.40 2.52 -0.226
Si -2.61 -1.88 3.17 0.830
C -3.65 -0.33 3.02 -1.064
C -3.30 -3.19 2.00 -1.216
C -2.47 -2.50 4.94 -1.304
O 0.04 -2.30 1.80 -0.142
H -1.96 0.91 -1.27 0.595
H 0.03 -2.76 -0.86 0.272
H 1.42 -1.73 -1.29 -0.283
H 3.08 0.78 3.28 0.125
H 2.29 -0.38 4.35 0.322
H 1.49 0.84 6.20 0.293
H -0.10 2.82 3.86 0.290
H -4.63 -0.45 3.48 0.517
H -3.79 -0.13 1.96 0.006
H -3.16 0.52 3.48 0.390
H -4.05 -2.73 1.36 0.305
H -2.51 -3.56 1.35 0.320
H -3.74 -4.05 2.52 0.341
H -3.24 -3.23 5.20 0.392
H -1.50 -2.97 5.10 0.362
H -2.54 -1.67 5.65 0.311
C 4.41 -4.56 -5.24 -0.676
C 3.46 -5.68 -4.82 0.852
C 2.00 -5.32 -4.52 0.057
F 1.90 -4.38 -3.56 -0.155
F 1.37 -6.43 -4.08 -0.276
F 3.98 -6.38 -3.80 -0.272
F 3.38 -6.51 -5.90 -0.325
O 5.22 -3.94 -4.25 -0.410
C 4.78 -2.93 -3.47 0.874
C 4.65 -3.32 -1.98 0.135
F 3.96 -4.46 -1.82 -0.234
F 3.98 -2.33 -1.33 -0.130
F 3.63 -2.39 -3.92 -0.274
F 5.71 -1.96 -3.50 -0.335
H 5.14 -5.06 -5.88 0.376
H 3.90 -3.82 -5.86 0.332
H 1.50 -4.96 -5.42 0.271
H 5.65 -3.44 -1.55 0.211
C 3.62 2.11 -0.28 -0.715
C 2.89 2.12 -1.63 0.873
C 3.28 1.08 -2.68 0.704
F 4.59 1.16 -2.98 -0.235
F 2.57 1.33 -3.81 -0.307
F 2.91 3.36 -2.17 -0.312
F 1.59 1.82 -1.32 -0.265
O 4.73 2.96 -0.10 -0.438
C 5.99 2.64 -0.50 0.864
C 6.51 3.53 -1.64 0.169
F 5.63 3.59 -2.66 -0.210
F 7.67 3.01 -2.10 -0.263
F 6.11 1.33 -0.80 -0.284
F 6.81 2.89 0.55 -0.312
H 2.88 2.49 0.42 0.366
H 3.84 1.08 0.02 0.422
H 3.04 0.08 -2.33 -0.313
H 6.69 4.54 -1.26 0.245
C -5.45 3.79 0.14 -0.907
C -5.50 2.64 1.16 0.989
C -6.45 1.47 0.88 0.067
F -7.71 1.91 0.71 -0.232
F -6.43 0.61 1.91 -0.229
F -5.71 3.12 2.40 -0.297
F -4.24 2.10 1.13 -0.227
O -6.25 4.93 0.37 -0.402
C -7.55 5.02 0.00 0.810
C -8.51 5.11 1.21 0.194
F -8.27 4.12 2.09 -0.208
F -9.78 4.99 0.76 -0.257
F -7.91 4.05 -0.85 -0.292
F -7.70 6.20 -0.65 -0.306
H -4.43 4.16 0.23 0.421
H -5.57 3.41 -0.87 0.351
H -6.13 0.94 -0.03 0.301
H -8.39 6.08 1.70 0.242

=====

35
Properties=species:S:1:pos:R:3:nbo_charge:R:1 method="wB97M-V/def2-TZVPD" homo_lumo_gap_ev=7.01 max_force_ev_per_a=1.6 e_tot_ha=-2305.99522 total_charge=+1 spin_multiplicity=1
C 2.15 -4.18 0.60 -0.256
O 2.59 -2.87 0.94 -0.523
C 1.61 -1.87 0.91 -0.052
C 0.54 -1.98 -0.17 -0.437
C 0.08 -0.55 -0.50 -0.420
C -1.03 -0.56 -1.55 -0.559
S -2.64 0.03 -0.93 0.813
O -2.32 1.03 0.32 -0.576
N -2.47 0.40 1.66 0.417
O -1.95 1.03 2.44 -0.117
P -3.75 -1.75 -0.14 1.053
O -2.74 -2.37 0.94 -0.975
Cl -3.41 -2.96 -1.73 -0.218
H 2.16 -4.31 -0.47 0.169
H 2.88 -4.87 1.01 0.205
H 1.18 -4.42 1.03 0.162
H 2.14 -0.94 0.74 0.194
H 1.12 -1.75 1.89 0.157
H -0.30 -2.55 0.20 0.199
H 0.91 -2.40 -1.09 0.214
H -0.16 -0.01 0.40 0.213
H 0.95 -0.06 -0.93 0.267
H -1.16 -1.56 -1.93 0.268
H -0.80 0.10 -2.37 0.265
H -3.29 -2.61 1.71 0.529
C -0.12 4.20 0.72 -0.828
S 0.46 3.30 -0.72 1.229
O 1.34 2.20 -0.24 -1.004
C 1.53 4.60 -1.34 -0.826
H -0.78 3.54 1.29 0.229
H 0.73 4.48 1.34 0.242
H -0.67 5.08 0.40 0.238
H 2.27 4.85 -0.59 0.242
H 0.92 5.47 -1.60 0.237
H 2.02 4.23 -2.24 0.248

=====

10
Properties=species:S:1:pos:R:3:nbo_charge:R:1 method="wB97M-V/def2-TZVPD" homo_lumo_gap_ev=9.95 max_force_ev_per_a=0.4 e_tot_ha=-355.59899 de_lowest_kj_mol=107.4 spin_multiplicity=1 smiles=Oc1cnncn1
O 2.07 -0.31 0.25 -0.633
C 0.77 -0.07 0.14 0.502
C 0.27 1.25 0.03 -0.086
N -1.01 1.45 -0.19 -0.156
N -1.83 0.40 -0.33 -0.269
C -1.31 -0.80 -0.15 0.230
N -0.04 -1.10 0.12 -0.497
H 2.14 -1.28 0.28 0.500
H 0.91 2.12 0.12 0.218
H -1.96 -1.67 -0.27 0.191

=====

9
Properties=species:S:1:pos:R:3:nbo_charge:R:1 method="wB97M-V/def2-TZVPD" homo_lumo_gap_ev=10.81 max_force_ev_per_a=3.5 e_tot_ha=-192.76728 de_lowest_kj_mol=70.5 spin_multiplicity=1 smiles=C#CCC#C
C -2.34 -0.62 0.03 -0.206
C -1.33 0.03 -0.10 -0.004
C -0.01 0.68 0.00 -0.559
C 1.23 -0.12 0.02 0.003
C 2.37 -0.53 0.01 -0.235
H -3.22 -1.14 0.03 0.223
H -0.04 1.32 0.96 0.267
H 0.06 1.50 -0.79 0.264
H 3.29 -1.11 -0.15 0.248

=====

19
Properties=species:S:1:pos:R:3:nbo_charge:R:1 method="wB97M-V/def2-TZVPD" homo_lumo_gap_ev=7.04 max_force_ev_per_a=3.3 e_tot_ha=-1293.18451 total_charge=+1 de_lowest_kj_mol=0.0 spin_multiplicity=1
C 0.66 -0.49 -2.05 0.287
C 1.31 -0.54 0.27 0.183
C -0.98 -0.02 0.61 0.492
C 2.42 -0.67 1.22 -0.331
C 1.60 -0.61 -1.10 -0.352
C -0.51 1.63 -1.20 0.141
C -2.16 -0.44 1.40 -0.686
N -0.31 -0.28 -2.61 -0.303
N 0.15 -0.52 0.92 -0.437
N -1.29 0.86 -0.46 -0.533
S 4.01 -0.71 0.77 0.200
Cl 0.96 2.08 -0.70 0.273
H 2.08 -0.82 2.29 0.245
H 2.56 -0.51 -1.55 0.291
H -1.02 2.18 -1.98 0.275
H -1.67 -1.36 2.03 0.285
H -2.83 -0.77 0.62 0.231
H -2.65 0.27 2.13 0.279
H -2.32 0.73 -0.61 0.462

=====

57
Properties=species:S:1:pos:R:3:nbo_charge:R:1 method="wB97M-V/def2-TZVPD" homo_lumo_gap_ev=3.33 max_force_ev_per_a=2.4 e_tot_ha=-1941.76428 de_lowest_kj_mol=9.6 spin_multiplicity=1
F -3.79 2.78 2.11 -0.324
C -3.73 1.40 2.19 0.391
C -4.93 0.69 2.13 -0.212
C -4.86 -0.71 2.18 -0.203
C -3.63 -1.35 2.31 -0.131
C -2.41 -0.62 2.40 -0.109
C -1.15 -1.29 2.55 0.104
C 0.08 -0.69 2.28 -0.301
C 1.32 -1.32 2.40 0.056
C 2.59 -0.66 2.36 -0.116
C 2.69 0.76 2.33 -0.211
C 3.95 1.34 2.25 0.394
F 4.04 2.71 2.20 -0.324
C 5.14 0.61 2.20 -0.214
C 5.04 -0.79 2.21 -0.202
C 3.80 -1.41 2.28 -0.136
C -2.48 0.81 2.30 -0.196
H -5.89 1.21 2.04 0.245
H -5.77 -1.30 2.09 0.233
H -3.56 -2.44 2.31 0.223
H -1.17 -2.34 2.84 0.233
H 0.08 0.35 1.92 0.214
H 1.33 -2.41 2.50 0.224
H 1.80 1.38 2.38 0.238
H 6.11 1.12 2.15 0.246
H 5.95 -1.39 2.17 0.234
H 3.72 -2.50 2.28 0.224
H -1.58 1.41 2.33 0.234
C -4.77 -4.01 10.91 -0.203
C -3.92 -2.92 11.13 -0.221
C -2.81 -2.70 10.31 -0.212
C -2.58 -3.55 9.22 -0.216
S -1.12 -3.31 8.18 2.129
C -1.57 -2.43 6.72 -0.785
C -0.84 -1.30 6.17 0.446
O -1.44 -0.45 5.48 -0.682
C 0.63 -1.18 6.48 -0.023
C 1.46 -2.30 6.45 -0.233
C 2.81 -2.17 6.78 -0.207
C 3.33 -0.91 7.12 -0.225
C 2.49 0.20 7.13 -0.222
C 1.15 0.08 6.77 -0.208
O -0.31 -2.43 8.99 -0.973
O -0.68 -4.66 7.87 -0.964
C -3.36 -4.70 9.06 -0.222
C -4.47 -4.91 9.89 -0.224
H -5.65 -4.16 11.54 0.212
H -4.12 -2.23 11.96 0.214
H -2.12 -1.89 10.53 0.247
H -2.64 -2.50 6.55 0.226
H 1.04 -3.26 6.16 0.233
H 3.44 -3.05 6.78 0.209
H 4.39 -0.81 7.38 0.209
H 2.87 1.18 7.43 0.208
H 0.47 0.94 6.75 0.225
H -3.09 -5.44 8.31 0.237
H -5.09 -5.79 9.73 0.212

=====

52
Properties=species:S:1:pos:R:3:nbo_charge:R:1 method="wB97M-V/def2-TZVPD" homo_lumo_gap_ev=7.29 max_force_ev_per_a=0.5 e_tot_ha=-7585.35901 de_lowest_kj_mol=0.0 spin_multiplicity=1 smiles="C[C@H](Br)[C@H](Br)c1cc(CCCCn2cccc2)cc2c1C(=O)C=CC2=O.ClC(Cl)Cl"
C -3.93 2.74 1.63 -0.635
C -3.43 2.20 0.30 -0.258
Br -4.62 0.78 -0.28 0.004
C -1.96 1.74 0.35 -0.260
Br -0.79 3.25 -0.06 0.009
C -1.55 0.53 -0.45 -0.013
C -1.10 -0.57 0.24 -0.202
C -0.70 -1.75 -0.39 0.035
C -0.16 -2.89 0.44 -0.420
C 1.16 -2.54 1.14 -0.388
C 2.14 -1.79 0.26 -0.414
C 3.55 -1.76 0.86 -0.189
N 4.39 -0.75 0.25 -0.336
C 4.49 0.55 0.67 -0.075
C 5.34 1.21 -0.17 -0.300
C 5.76 0.28 -1.15 -0.305
C 5.16 -0.91 -0.86 -0.065
C -0.77 -1.82 -1.76 -0.174
C -1.18 -0.71 -2.49 -0.114
C -1.57 0.46 -1.86 -0.059
C -1.98 1.58 -2.76 0.519
O -2.82 2.41 -2.47 -0.513
C -1.34 1.61 -4.10 -0.218
C -0.97 0.47 -4.69 -0.237
C -1.17 -0.80 -3.98 0.518
O -1.31 -1.86 -4.56 -0.500
H -4.32 1.96 2.28 0.222
H -4.72 3.46 1.44 0.225
H -3.12 3.28 2.12 0.218
H -3.51 2.99 -0.44 0.254
H -1.72 1.55 1.39 0.233
H -1.02 -0.57 1.32 0.208
H 0.01 -3.74 -0.22 0.212
H -0.90 -3.16 1.18 0.223
H 0.96 -1.96 2.04 0.198
H 1.62 -3.48 1.46 0.207
H 1.83 -0.76 0.11 0.217
H 2.20 -2.25 -0.74 0.204
H 4.04 -2.72 0.73 0.203
H 3.48 -1.53 1.92 0.201
H 3.98 0.93 1.54 0.209
H 5.62 2.25 -0.10 0.220
H 6.43 0.48 -1.97 0.220
H 5.24 -1.85 -1.39 0.208
H -0.49 -2.73 -2.27 0.234
H -1.26 2.57 -4.58 0.236
H -0.57 0.45 -5.69 0.234
C -2.81 0.60 5.23 -0.283
Cl -2.35 0.06 3.61 0.002
Cl -2.93 2.36 5.26 0.025
Cl -4.32 -0.15 5.73 0.032
H -2.03 0.30 5.92 0.230

=====

15
Properties=species:S:1:pos:R:3:nbo_charge:R:1 method="wB97M-V/def2-TZVPD" homo_lumo_gap_ev=9.72 max_force_ev_per_a=6.8 e_tot_ha=-2956.32996 de_lowest_kj_mol=67.1 spin_multiplicity=1
C -0.89 0.50 -0.64 -0.213
C -1.35 -0.66 -0.07 -0.241
C -0.87 1.90 -0.13 -0.664
C 1.59 -1.28 0.17 0.985
O 1.76 -0.55 1.28 -0.678
O 0.94 -2.31 0.19 -0.641
O 2.24 -0.79 -0.87 -0.674
Br -2.07 -0.70 1.65 0.032
H -0.44 0.41 -1.63 0.195
H -1.77 2.52 -0.44 0.231
H -0.92 1.99 1.01 0.232
H -0.03 2.44 -0.47 0.224
H 1.54 -1.07 2.06 0.510
H -1.39 -1.54 -0.48 0.201
H 1.66 -0.85 -1.63 0.504